[1]
17
Properties=species:S:1:pos:R:3 method="wB97M-V/def2-TZVPD" total_energy_ev=-10809.43994 relative_energy_kj_mol=291.6
C -1.9489 1.8200 0.1236
C -0.7492 -0.1517 0.9999
C 1.3106 -1.0199 0.1764
C 1.3041 -2.0088 -0.9586
H -1.7093 2.8794 -0.0667
H -2.5608 1.4406 -0.7047
H -2.4833 1.7482 1.1067
H 0.9002 1.1584 -0.7436
H -1.4993 -0.1251 1.8171
H 1.1216 -3.0127 -0.5698
H 2.2746 -2.0017 -1.4764
H 0.5663 -1.7369 -1.7279
H 1.9153 0.2841 1.2671
N -0.7461 1.0465 0.2870
N 0.0957 -1.0686 0.9639
N 2.2481 -0.2797 0.4607
O -0.0396 1.0278 -0.9548

[2]
80
Properties=species:S:1:pos:R:3 method="wB97M-V/def2-TZVPD" total_energy_ev=-126674.97989 relative_energy_kj_mol=144.0
Bi -0.3641 0.3119 0.0172
Br -5.0330 4.5191 4.7301
C -4.2901 3.6119 3.2341
C -4.7948 3.6008 1.9018
C -4.2254 2.7415 1.0061
C -2.9768 2.0530 1.2723
O -2.4850 1.2775 0.3356
C -2.4163 2.1403 2.5711
C -1.2847 1.2995 2.9922
N -0.9463 0.1507 2.4736
C -0.1193 -0.8173 3.0529
C 0.8312 -0.5112 4.0087
C 1.6472 -1.5193 4.5152
C 1.7113 -2.7512 3.9678
C 0.9210 -3.1130 2.8430
C 1.1021 -4.3256 2.0989
C 0.3635 -4.4319 0.9216
C -0.6512 -3.4846 0.6837
N -0.8604 -2.4182 1.3749
C -0.0303 -2.1397 2.4254
C -3.1452 2.8851 3.5602
H -5.6246 4.2318 1.5704
H -4.7070 2.5303 0.0804
H -0.7269 1.6815 3.8712
H 0.8049 0.5083 4.3881
H 2.3402 -1.3118 5.3010
H 2.1990 -3.6038 4.4573
H 1.8003 -5.1281 2.3514
H 0.3700 -5.2957 0.2700
H -1.3046 -3.5942 -0.1995
H -2.9082 2.8095 4.6283
C 1.8964 -3.4831 -2.7497
N 2.8708 -2.6995 -1.9256
C 4.2024 -3.2962 -1.7779
C 2.4031 -1.5887 -1.2744
N 1.1634 -1.2208 -1.2246
N 3.3526 -0.8085 -0.6412
C 3.0458 -0.0311 0.5171
N 4.1312 0.7067 0.8615
N 1.8869 -0.0067 1.0631
H 1.4197 -2.8530 -3.5332
H 1.1418 -3.9177 -2.1122
H 2.4072 -4.2378 -3.3196
H 4.0863 -4.3365 -2.1274
H 4.6295 -3.3474 -0.7093
H 4.8926 -2.8026 -2.4676
H 0.5186 -1.6639 -1.8714
H 4.2975 -1.2678 -0.6575
H 4.9524 0.8987 0.2777
H 4.1015 1.1486 1.7865
H 1.9478 0.6975 1.8471
C 0.8009 2.6927 -2.3267
N -0.4230 1.8615 -2.3521
C -1.5869 2.7650 -2.3869
C -0.4705 0.8954 -3.5122
C -1.3859 -0.2707 -3.3186
C -2.1862 -0.7090 -4.4396
C -3.2896 -1.4690 -4.1936
C -3.5978 -1.8738 -2.8931
C -2.7825 -1.4856 -1.8514
C -1.7082 -0.6130 -2.0390
H 0.6984 3.5140 -3.0739
H 1.6848 2.0973 -2.5161
H 0.7808 3.1043 -1.3741
H -1.5496 3.4258 -3.2869
H -1.5844 3.3258 -1.4361
H -2.5564 2.2250 -2.4329
H 0.5546 0.5955 -3.5642
H -0.7959 1.4612 -4.4252
H -1.9722 -0.2899 -5.4589
H -3.9243 -1.7925 -5.0323
H -4.4631 -2.5200 -2.7435
H -2.9214 -1.9774 -0.8659
C 1.2135 4.5651 1.1481
C 1.0575 3.0532 1.5081
O 1.8504 2.5442 2.3114
O 0.1739 2.4477 0.7721
H 1.1543 4.6208 0.0737
H 2.2360 4.8360 1.4171
H 0.4493 5.1731 1.6266

[3]
339
Properties=species:S:1:pos:R:3 method="wB97M-V/def2-TZVPD" total_energy_ev=-168164.63460 relative_energy_kj_mol=1130.0
C 3.3109 3.6627 0.2981
O 3.0490 2.7869 -0.7920
C 3.9519 2.7881 -1.8780
C 3.3017 2.1609 -3.1648
N 1.8854 2.5819 -3.2462
C 1.5775 3.9951 -3.1662
C 0.0439 4.2555 -2.9926
O -0.5862 4.0780 -4.2347
C -1.9619 4.3594 -4.3401
H 4.2519 3.4214 0.7924
H 2.5403 3.8165 1.0535
H 3.5083 4.6480 -0.1241
H 4.8824 2.2825 -1.6194
H 4.1508 3.8492 -2.0284
H 3.4941 1.0896 -3.1078
H 3.8111 2.4949 -4.0687
H 1.5142 2.0633 -2.4631
H 1.8697 4.5237 -4.0735
H 1.9231 4.5704 -2.3074
H -0.0535 5.2477 -2.5521
H -0.5124 3.7542 -2.2005
H -2.4518 3.6487 -3.6745
H -2.4049 4.1310 -5.3095
H -2.0926 5.4323 -4.1996
C -2.9554 3.5882 8.4536
O -2.1507 3.2540 7.2574
C -2.6958 3.7188 6.0093
C -1.8112 3.3489 4.8272
N -2.1578 4.0901 3.5927
C -1.6484 3.4433 2.3333
C -2.1631 4.0955 0.9967
O -1.1119 4.5478 0.1633
C -0.4232 5.6725 0.5720
H -3.7088 4.3430 8.2286
H -2.2683 3.8854 9.2458
H -3.4229 2.6502 8.7533
H -2.6985 4.8079 5.9662
H -3.7234 3.3846 5.8667
H -1.8151 2.2617 4.7488
H -0.8111 3.5631 5.2040
H -3.0940 4.4688 3.6093
H -2.0588 2.4370 2.2497
H -0.5712 3.2777 2.3545
H -2.8614 4.9283 1.0794
H -2.6559 3.3594 0.3615
H -0.3539 5.7409 1.6577
H -1.1224 6.4841 0.3705
H 0.4372 5.7528 -0.0923
C -2.0533 -7.4404 -0.5241
O -0.8528 -6.7664 -0.6220
C -0.7984 -5.4510 -0.1740
C -0.9251 -4.2269 -1.2065
N 0.1802 -4.2255 -2.2087
C 0.0976 -3.1476 -3.1713
C 0.2688 -3.7956 -4.5394
O -0.9632 -4.5984 -4.7852
C -0.9893 -5.3947 -6.0074
H -2.5588 -7.2684 0.4262
H -1.8998 -8.5134 -0.4095
H -2.7298 -7.3647 -1.3754
H 0.1429 -5.4504 0.3757
H -1.4277 -5.2902 0.7014
H -0.9297 -3.2692 -0.6861
H -1.8973 -4.3806 -1.6748
H 0.0608 -5.0956 -2.7075
H 0.8818 -2.4070 -3.0149
H -0.8101 -2.5575 -3.0447
H 1.2289 -4.2745 -4.7316
H 0.1286 -3.0850 -5.3539
H -1.1134 -4.7946 -6.9088
H -1.8067 -6.1070 -5.8950
H -0.0886 -6.0085 -6.0049
C -11.5635 4.1906 5.9149
O -11.4075 4.5409 4.5568
C -10.2849 4.0082 3.7612
C -10.3632 4.3347 2.2767
N -9.1413 4.0404 1.5133
C -9.1769 4.3063 0.0797
C -7.7339 4.3466 -0.5489
O -7.1434 3.0835 -0.8249
C -7.3931 2.4464 -2.0470
H -11.6088 3.1110 5.7716
H -12.4824 4.4881 6.4201
H -10.7732 4.4599 6.6156
H -10.2129 2.9353 3.9393
H -9.3954 4.4140 4.2430
H -10.4754 5.4160 2.1976
H -11.2471 3.8389 1.8754
H -8.6811 3.1650 1.7180
H -9.5641 5.3171 -0.0481
H -9.8499 3.5990 -0.4049
H -7.0489 5.0806 -0.1244
H -7.8895 4.8448 -1.5058
H -6.7618 1.5706 -2.1976
H -6.9723 3.1706 -2.7445
H -8.4298 2.1412 -2.1887
C 2.3803 -1.8647 -9.3919
O 2.4216 -2.8946 -8.4948
C 2.3144 -2.3157 -7.1828
C 3.2173 -1.1149 -6.7436
N 4.4965 -1.3609 -6.2529
C 5.3230 -2.0597 -7.2613
C 6.7714 -1.9253 -6.9239
O 7.1065 -2.6797 -5.6542
C 7.3528 -1.7826 -4.5538
H 2.0688 -2.2749 -10.3525
H 3.4128 -1.5275 -9.4829
H 1.5919 -1.1333 -9.2139
H 2.4281 -3.0785 -6.4126
H 1.2647 -2.0368 -7.0907
H 2.7491 -0.8272 -5.8023
H 3.0724 -0.1670 -7.2618
H 4.4040 -1.9832 -5.4628
H 5.3184 -1.4801 -8.1845
H 5.0655 -3.0799 -7.5459
H 7.1349 -0.8979 -6.9050
H 7.4337 -2.3203 -7.6943
H 8.3815 -1.4748 -4.3661
H 7.1170 -2.1605 -3.5589
H 6.6058 -1.0050 -4.3942
C -11.0840 8.5536 5.1017
O -10.1546 9.4931 5.5586
C -8.8108 9.4836 4.9604
C -8.0219 8.1718 5.1204
N -6.7918 8.2093 4.2690
C -6.0220 6.9981 4.4211
C -4.8529 6.7640 3.4904
O -4.6974 5.3500 3.3109
C -5.7568 4.6944 2.6437
H -11.9662 8.9259 5.6226
H -10.8812 7.5749 5.5366
H -11.1350 8.4572 4.0172
H -8.2135 10.2753 5.4127
H -9.0265 9.7551 3.9270
H -8.6962 7.3180 5.0543
H -7.5939 8.0049 6.1089
H -7.1670 8.3388 3.3403
H -6.7046 6.1490 4.4558
H -5.5813 7.0507 5.4166
H -3.9053 7.0156 3.9665
H -4.8013 7.3832 2.5948
H -6.4915 4.2629 3.3234
H -5.2849 3.8253 2.1854
H -6.1550 5.1851 1.7556
C -0.7777 -1.6272 4.3013
O -0.0294 -2.8233 4.0759
C -0.0019 -3.6965 5.2247
C -1.1728 -4.5634 5.1924
N -0.9288 -5.9473 5.5844
C -2.1899 -6.6921 5.7930
C -2.7781 -7.3615 4.5700
O -1.9426 -8.2939 3.9905
C -2.5345 -9.2935 3.0666
H -0.5089 -0.9006 3.5346
H -0.5581 -1.0024 5.1670
H -1.8558 -1.7791 4.2492
H -0.0238 -3.0349 6.0906
H 0.9891 -4.1497 5.2003
H -1.7232 -4.5096 4.2531
H -1.9062 -4.1181 5.8648
H -0.4555 -6.5193 4.8996
H -2.9725 -6.0632 6.2174
H -2.1183 -7.5150 6.5041
H -2.8541 -6.7946 3.6422
H -3.7776 -7.7643 4.7338
H -1.9513 -10.2121 3.1324
H -2.4876 -8.8146 2.0886
H -3.5725 -9.5350 3.2953
C 3.5035 -11.8414 -6.3046
O 2.3687 -11.5869 -5.4586
C 2.7415 -11.4838 -4.1223
C 1.5484 -11.3933 -3.1583
N 1.4326 -10.0308 -2.6834
C 1.3407 -8.8916 -3.6116
C 1.3892 -7.5721 -2.9365
O 2.7684 -7.2512 -2.8538
C 3.0007 -5.9158 -2.4144
H 3.1220 -12.1992 -7.2610
H 4.0610 -12.6719 -5.8716
H 4.0940 -10.9485 -6.5097
H 3.5810 -10.8117 -3.9448
H 3.1090 -12.4913 -3.9275
H 1.5823 -12.0201 -2.2672
H 0.7010 -11.7821 -3.7229
H 1.9182 -9.8068 -1.8266
H 0.3384 -9.0554 -4.0074
H 2.0854 -8.9422 -4.4059
H 0.9360 -7.6414 -1.9476
H 0.7625 -6.8648 -3.4798
H 2.3135 -5.5233 -1.6647
H 2.6083 -5.3738 -3.2749
H 4.0531 -5.8325 -2.1433
C 0.2585 1.3646 -10.0216
O 1.3408 1.5101 -9.1386
C 1.7385 2.7644 -8.5086
C 1.3479 2.9154 -6.9563
N 1.3059 1.6350 -6.1729
C 0.2759 0.6964 -6.5104
C -1.2258 1.2474 -6.2891
O -2.1666 0.2116 -6.1306
C -2.5294 -0.1870 -4.8598
H 0.3010 0.3529 -10.4251
H 0.3703 2.0851 -10.8318
H -0.6607 1.2869 -9.4409
H 1.2033 3.5752 -9.0029
H 2.7939 2.9434 -8.7143
H 0.4321 3.4707 -6.7536
H 2.1520 3.5643 -6.6095
H 1.3391 1.8737 -5.1921
H 0.3598 -0.1368 -5.8127
H 0.3243 0.2684 -7.5118
H -1.4400 1.8850 -7.1468
H -1.3984 1.8564 -5.4016
H -1.6344 -0.4055 -4.2774
H -3.1785 -1.0368 -5.0708
H -3.1340 0.6046 -4.4170
C -4.9448 -2.3993 8.3952
O -4.9341 -1.3758 7.3513
C -3.6232 -0.8807 6.9843
C -3.8732 0.2650 6.0617
N -4.3184 -0.1914 4.7988
C -4.4090 0.8907 3.7494
C -5.3519 0.6261 2.5374
O -6.7106 0.4477 2.9929
C -7.6049 0.4831 1.9206
H -3.9715 -2.8873 8.4469
H -5.7205 -3.1556 8.2752
H -5.0809 -2.0950 9.4330
H -3.0249 -1.7506 6.7133
H -3.2346 -0.4158 7.8903
H -2.9212 0.7581 5.8650
H -4.5062 1.0791 6.4147
H -5.2266 -0.5988 4.9699
H -3.4178 1.0749 3.3351
H -4.5633 1.8194 4.2989
H -4.9257 -0.2310 2.0159
H -5.2260 1.3735 1.7540
H -7.6313 1.5009 1.5313
H -8.5922 0.2067 2.2907
H -7.4626 -0.2401 1.1176
C 13.4157 3.3057 -6.4919
O 12.7793 2.3377 -5.6324
C 11.4021 2.4181 -5.3052
C 11.1275 2.6529 -3.8533
N 12.1085 2.1149 -2.9372
C 11.4844 1.8792 -1.5522
C 10.6299 0.6427 -1.3278
O 9.3155 0.6638 -1.8719
C 8.3194 -0.2670 -1.2836
H 13.4566 4.2919 -6.0294
H 12.8453 3.3114 -7.4207
H 14.4511 3.0071 -6.6559
H 10.9294 1.4856 -5.6135
H 10.8896 3.1555 -5.9230
H 10.1365 2.2514 -3.6416
H 11.0745 3.7208 -3.6415
H 12.4596 1.2725 -3.3699
H 11.1461 2.7958 -1.0691
H 12.3688 1.6364 -0.9631
H 10.5216 0.5619 -0.2462
H 11.0553 -0.3273 -1.5851
H 7.6219 -0.6399 -2.0337
H 7.7298 0.2686 -0.5396
H 8.7418 -1.1737 -0.8505
C 11.5684 0.1161 4.3170
O 10.2384 0.4643 3.9369
C 10.1074 0.4451 2.4804
C 8.7811 1.0817 2.2478
N 7.7058 0.1374 2.1851
C 6.2786 0.7227 2.2580
C 5.0034 -0.1883 2.1459
O 3.8431 0.4661 2.5688
C 2.8094 -0.4340 3.1588
H 11.8220 -0.9359 4.1868
H 11.6285 0.2092 5.4013
H 12.2904 0.7003 3.7465
H 10.2767 -0.6046 2.2407
H 10.8838 1.1022 2.0885
H 8.8171 1.5450 1.2618
H 8.5657 1.8255 3.0150
H 7.7225 -0.5008 2.9678
H 6.2364 1.5008 1.4958
H 6.1884 1.2332 3.2168
H 5.2824 -0.9033 2.9199
H 4.9344 -0.5016 1.1041
H 1.8804 0.1235 3.2780
H 3.0168 -0.8211 4.1564
H 2.7604 -1.3933 2.6437
C 2.0769 3.1161 4.2198
C 3.4921 2.8777 4.8471
C 4.5856 3.5105 3.9745
O 5.8437 3.6016 4.6874
C 6.8670 4.4551 4.0342
N 3.2944 3.7543 6.0855
H 2.0792 2.7916 3.1792
H 1.8132 4.1681 4.3288
H 1.2944 2.6512 4.8195
H 3.8495 1.8694 5.0560
H 4.2126 4.4983 3.7041
H 4.6812 2.8428 3.1183
H 7.6664 4.5784 4.7648
H 6.3647 5.4223 4.0536
H 7.1638 4.0945 3.0493
H 4.2297 4.0502 6.3260
H 2.8669 4.5782 5.6873
C -4.0119 -3.8803 3.1976
C -5.3940 -3.6487 2.4764
C -5.4191 -3.9635 0.9322
O -4.9047 -2.8217 0.2965
C -5.2585 -2.7064 -1.0394
N -6.2522 -4.5682 3.2149
H -4.0138 -3.6394 4.2606
H -3.2134 -3.2420 2.8194
H -3.7170 -4.9275 3.2650
H -5.6454 -2.6071 2.6761
H -6.3475 -4.3727 0.5338
H -4.6485 -4.7232 0.8012
H -5.0311 -1.7288 -1.4645
H -6.3477 -2.7474 -1.0334
H -4.8204 -3.4734 -1.6781
H -7.0400 -3.9832 3.4542
H -6.7346 -5.2320 2.6259
C 2.0288 -0.8617 -1.0087
C 0.6304 -0.3139 -0.7472
C 0.0392 -0.5990 0.6936
O -1.0526 0.2701 1.0810
C -2.1878 -0.0417 0.3525
N 0.5868 1.1041 -1.0399
H 2.2370 -0.9097 -2.0775
H 2.1056 -1.8790 -0.6249
H 2.8302 -0.3357 -0.4898
H -0.0119 -0.9153 -1.3906
H 0.7013 -0.2194 1.4718
H -0.1169 -1.6285 1.0160
H -2.3817 -1.0785 0.0776
H -2.0115 0.3774 -0.6382
H -3.0786 0.5146 0.6443
H -0.2816 1.5242 -0.7409
H 1.2634 1.4577 -0.3786